# 1
DFT (ωB97M-V/def2-TZVPD) results for an isolated molecule of C7H13NO at a distorted geometry.

CARTESIAN COORDINATES (ANGSTROEM)
C1 -1.4467 -0.0695 1.3312
C2 -0.8065 -0.5310 0.0437
C3 -1.8501 -0.4684 -1.0746
N1 -0.6304 0.3765 -1.0947
C4 0.1358 1.5699 -0.6717
C5 1.5378 0.9894 -0.2711
C6 1.5341 -0.2176 0.7173
C7 0.5487 -1.2558 0.2123
O1 1.0228 -1.8219 -0.9961
H1 -2.0720 0.8559 1.2914
H2 -2.0600 -0.8869 1.7233
H3 -0.7247 0.0638 2.1369
H4 -2.8211 -0.0383 -0.9491
H5 -1.7212 -1.3470 -1.7335
H6 -0.3437 2.0781 0.2311
H7 0.1787 2.2670 -1.4945
H8 2.2519 1.7854 0.0982
H9 1.9994 0.5894 -1.2038
H10 2.5507 -0.6748 0.7200
H11 1.4025 0.0461 1.7620
H12 0.4539 -2.1206 0.9143
H13 0.8602 -1.1898 -1.6925

Values from the calculation:
Spin multiplicity ... 1
SMILES ... C[C@@]12CN1CCC[C@@H]2O
Strongest force on any atom ... 0.058 hartree/bohr
ΔE to the lowest compared entry with this formula, charge and spin ... 288.6 kJ/mol

Mulliken population analysis, charges in e, atoms 1 to 5: -1.684 0.765 -0.419 -0.358 -0.599

# 2
DFT (ωB97M-V/def2-TZVPD) results for the ion HNO2PS with charge -1 at a distorted geometry.

CARTESIAN COORDINATES (ANGSTROEM)
N1 0.5847 0.3647 -0.7352
O1 -2.1141 1.4325 -0.0803
O2 2.0962 -1.0740 0.9000
P1 -1.1936 0.4723 0.5584
S1 1.8920 -0.2974 -0.3435
H1 -1.2651 -0.8981 -0.2994

Values from the calculation:
Spin multiplicity ... 1
Net charge ... -1
Strongest force on any atom ... 0.065 hartree/bohr
ΔE to the lowest compared entry with this formula, charge and spin ... 96.8 kJ/mol

Mulliken population analysis, charges in e, atoms 1 to 5: -0.339 -0.551 -0.558 0.218 0.267

# 3
DFT (ωB97M-V/def2-TZVPD) results for a cluster of 13 separate species, C52H122N6O20S7 in total at a distorted geometry.

CARTESIAN COORDINATES (ANGSTROEM)
C1 4.0000 17.8506 27.6433
C2 5.1537 16.9333 27.8177
C3 5.5324 16.4099 26.4763
O1 4.4978 15.5411 25.9438
C4 4.7027 14.9189 24.7361
N1 6.2874 17.7484 28.2638
H1 3.7580 18.2483 28.6120
H2 3.0886 17.3716 27.1357
H3 4.3632 18.7459 27.0334
H4 4.8785 16.0305 28.5087
H5 6.4156 15.7404 26.4719
H6 5.7783 17.2526 25.8604
H7 3.7902 14.3911 24.5328
H8 5.4323 14.0997 24.7061
H9 4.9825 15.6007 23.9609
H10 7.1910 17.3308 28.0975
H11 6.1899 17.9655 29.2908
C5 9.7965 16.6911 30.0226
C6 9.2417 15.4177 30.6686
C7 9.0034 14.2812 29.7144
O2 8.4479 14.7034 28.5003
C8 8.1592 13.5696 27.7228
N2 10.1724 14.8026 31.6592
H12 10.6169 16.2942 29.3565
H13 10.3304 17.2793 30.7719
H14 9.1259 17.1631 29.3228
H15 8.3261 15.6679 31.2379
H16 8.2687 13.6638 30.2642
H17 9.8514 13.6688 29.5781
H18 7.3234 12.9068 28.1426
H19 8.9933 12.8854 27.6358
H20 7.8299 13.7854 26.6734
H21 11.0994 14.9442 31.3441
H22 9.9968 15.2883 32.5370
C9 9.3389 16.9885 25.1643
C10 8.9159 15.8329 24.2448
C11 8.6570 16.4018 22.8951
O3 8.4213 15.3582 21.9477
C12 8.8413 15.5224 20.6111
N3 9.9461 14.8029 24.2852
H23 9.3513 16.6563 26.2358
H24 8.5872 17.7619 25.0454
H25 10.2738 17.4667 24.8975
H26 7.9219 15.4440 24.5974
H27 9.5005 16.9469 22.4350
H28 7.8333 17.1444 22.8731
H29 9.7907 16.1134 20.5737
H30 8.1201 16.0679 20.0829
H31 9.0869 14.5433 20.2558
H32 9.8917 14.1721 23.5290
H33 10.8431 15.2969 24.1924
C13 13.0529 17.0997 16.9296
C14 11.6293 16.5676 16.6576
C15 11.6932 15.0573 16.4562
O4 12.2079 14.8288 15.1661
C16 12.6965 13.4918 15.0476
N4 10.7125 16.8620 17.7881
H34 13.7580 16.6339 16.2676
H35 13.3723 16.7855 17.8932
H36 13.1908 18.1910 16.7462
H37 11.2965 17.0624 15.7568
H38 10.7025 14.6392 16.4612
H39 12.3894 14.7330 17.2068
H40 12.4950 13.1220 14.0614
H41 12.1760 12.8192 15.6946
H42 13.7476 13.3885 15.1916
H43 10.9320 16.3611 18.6402
H44 9.7023 16.6590 17.5697
C17 3.1734 17.3235 16.4522
C18 4.2665 16.3171 15.9697
C19 5.1613 16.9068 14.9019
O5 6.0399 15.8446 14.5378
C20 7.2749 16.3727 14.1795
N5 5.0161 15.6656 17.0301
H45 2.5188 17.4708 15.5915
H46 3.6226 18.3149 16.7003
H47 2.6752 16.8641 17.2881
H48 3.7042 15.5029 15.4927
H49 5.7279 17.7588 15.3827
H50 4.6744 17.2889 14.0100
H51 7.7860 16.8271 15.0420
H52 7.2098 17.0310 13.2852
H53 7.9343 15.5544 13.8965
H54 5.9009 16.2017 17.3312
H55 5.3943 14.8255 16.6732
C21 7.0367 20.9327 25.0715
C22 7.0884 19.9549 23.8922
C23 5.8373 20.2220 22.9571
O6 4.6524 19.9692 23.7341
C24 3.5604 20.2774 23.0242
N6 8.3694 19.9499 23.2480
H56 6.2918 20.6347 25.8405
H57 6.7485 21.9624 24.7103
H58 8.0076 20.9145 25.5760
H59 6.8742 18.9458 24.2405
H60 5.7886 19.6060 22.0724
H61 5.7839 21.2419 22.6939
H62 2.6361 19.9094 23.6212
H63 3.4594 19.8102 22.0628
H64 3.5587 21.3775 22.7362
H65 8.2036 19.6218 22.3008
H66 8.5825 20.9190 23.1391
C25 12.4597 13.6441 20.6666
C26 13.0352 12.2026 20.4873
C27 12.6646 11.4116 21.7898
S1 12.9916 12.6168 23.0058
O7 14.3495 12.4602 23.4347
O8 11.8951 12.6183 23.9790
C28 12.9699 14.0903 21.9800
H67 11.3785 13.5228 20.6269
H68 12.7666 14.3429 19.8760
H69 14.1357 12.2162 20.4061
H70 12.5717 11.7584 19.5960
H71 13.2222 10.4891 22.0667
H72 11.5786 11.1761 21.7685
H73 14.0038 14.5357 22.0751
H74 12.3781 14.8172 22.5753
C29 7.9004 20.3778 16.7982
C30 6.6994 20.8702 17.5009
C31 6.1697 19.7728 18.4681
S2 7.7395 18.8257 18.8349
O9 7.5572 17.5640 18.1154
O10 8.0497 18.8410 20.2363
C32 8.7510 19.8805 17.9276
H75 8.4472 21.0892 16.2566
H76 7.6785 19.5964 16.0018
H77 5.9029 21.0375 16.7936
H78 6.9647 21.7910 18.0231
H79 5.3704 19.1517 18.0215
H80 5.8270 20.1346 19.4076
H81 9.5680 19.3412 17.6124
H82 8.9418 20.7404 18.6184
C33 11.8949 20.8872 21.6613
C34 12.1155 20.7289 23.2496
C35 12.0755 19.2830 23.6549
S3 12.4530 18.4389 22.0939
O11 11.8149 17.1441 22.0111
O12 13.8153 18.5541 21.6433
C36 11.3608 19.5291 21.2033
H83 12.8655 21.0530 21.1773
H84 11.2560 21.6865 21.3393
H85 11.2990 21.2164 23.7434
H86 13.0971 21.1662 23.5149
H87 11.0400 18.8344 23.7456
H88 12.7850 18.9403 24.4785
H89 10.3081 19.2545 21.5544
H90 11.4273 19.2419 20.1516
C37 7.2896 11.6756 24.4665
C38 8.7375 11.4294 24.8704
C39 9.3714 10.7404 23.7279
S4 8.5361 11.2687 22.2089
O13 7.8604 10.1421 21.6132
O14 9.5262 11.9332 21.4071
C40 7.2958 12.3342 23.0376
H91 6.7149 12.3611 25.1746
H92 6.8805 10.6975 24.4111
H93 8.6912 10.8991 25.8401
H94 9.2174 12.4205 24.9735
H95 9.3406 9.6295 23.6655
H96 10.4127 11.0277 23.5885
H97 6.3242 12.4022 22.5556
H98 7.7904 13.2765 23.1234
C41 14.1493 13.0313 27.0251
C42 12.7365 13.2263 27.6633
C43 11.9742 14.2891 26.9221
S5 13.3164 15.5363 26.8445
O15 13.7530 15.8388 28.1947
O16 13.0488 16.6346 25.9728
C44 14.4707 14.3512 26.2560
H99 14.1038 12.2679 26.2154
H100 14.8764 12.7309 27.7514
H101 12.8776 13.5719 28.6669
H102 12.2680 12.2315 27.6937
H103 11.1393 14.6453 27.4490
H104 11.5541 14.0425 25.9625
H105 15.4156 14.7332 26.6031
H106 14.5227 14.3246 25.2059
C45 3.2106 15.1284 20.0885
C46 4.3047 14.2296 20.6803
C47 5.6167 15.0875 20.6004
S6 5.0624 16.7491 20.9667
O17 5.4197 17.6425 19.9270
O18 5.6156 17.1230 22.2968
C48 3.3028 16.4574 20.9995
H107 2.3384 14.5371 20.0272
H108 3.5306 15.5440 19.1265
H109 4.4373 13.3119 20.0082
H110 3.8436 13.9176 21.6081
H111 6.0151 15.0694 19.5929
H112 6.3912 14.7314 21.3553
H113 2.8342 17.3815 20.4913
H114 2.8989 16.2317 22.0365
C49 6.9571 12.5096 18.5270
C50 7.9261 13.6082 17.8720
C51 7.9149 13.2398 16.4856
S7 8.0947 11.5115 16.3401
O19 9.4967 11.1129 16.3743
O20 7.2571 10.9417 15.3246
C52 7.4695 11.2221 18.0123
H115 5.9429 12.6282 18.1129
H116 6.8290 12.6972 19.5892
H117 8.9133 13.5321 18.3548
H118 7.6640 14.6720 17.9298
H119 8.7085 13.7565 15.9952
H120 6.9505 13.4507 16.1448
H121 8.3989 10.8821 18.4816
H122 6.7042 10.4144 18.0760

Values from the calculation:
Spin multiplicity ... 1
Strongest force on any atom ... 0.092 hartree/bohr
Energy ... -6674.83270 a.u.

Mulliken population analysis, charges in e, atoms 1 to 5: -1.209 0.547 1.308 -0.562 -0.084

# 4
DFT (ωB97M-V/def2-TZVPD) results for a cluster of 2 separate species, C2H4N4OS in total at a distorted geometry.

CARTESIAN COORDINATES (ANGSTROEM)
C1 1.0301 0.3403 0.0426
C2 -0.2758 0.1002 -0.5283
N1 1.6869 1.1840 -0.6395
N2 -0.3617 1.0059 -1.5795
N3 0.9374 1.5973 -1.7049
N4 -0.5409 -1.8198 2.1459
O1 -1.2226 -0.6203 -0.1742
S1 1.0121 -1.5938 2.1422
H1 -1.0002 1.0404 -2.4557
H2 0.9291 2.5382 -1.7454
H3 -1.0227 -1.4011 2.9433
H4 -1.1717 -2.3711 1.5536

Values from the calculation:
Spin multiplicity ... 1
Strongest force on any atom ... 0.085 hartree/bohr
ΔE to the lowest compared entry with this formula, charge and spin ... 426.5 kJ/mol

Mulliken population analysis, charges in e, atoms 1 to 5: -0.259 0.629 -0.392 -0.106 -0.109

# 5
DFT (ωB97M-V/def2-TZVPD) results for an isolated molecule of C19H24N4O3S2.

CARTESIAN COORDINATES (ANGSTROEM)
C1 -3.7541 -2.6483 0.1933
C2 -3.4639 -2.7739 -1.2986
C3 -2.3310 -1.8610 -1.7706
C4 -1.0173 -2.1703 -1.0722
S1 0.2955 -1.0736 -1.7271
C5 1.5057 -1.2979 -0.5128
N1 1.3351 -2.2284 0.4166
C6 2.2863 -2.3657 1.3340
C7 2.0973 -3.4486 2.3443
C8 3.3985 -1.5300 1.3611
C9 3.4518 -0.5575 0.3674
S2 4.6794 0.6997 0.3776
C10 4.1177 1.7080 -1.0301
C11 2.6063 1.8805 -1.1387
O1 2.0492 1.9417 -2.2014
N2 1.9781 2.0964 0.0664
N3 0.6436 1.9361 0.1325
C12 0.0701 1.7368 1.2523
C13 -1.3494 1.5006 1.3522
C14 -1.9207 1.3233 2.6211
C15 -3.2635 1.0781 2.7568
C16 -4.0788 0.9963 1.6310
C17 -3.5439 1.1581 0.3664
O2 -4.2442 1.0803 -0.7996
C18 -5.6300 0.8634 -0.7376
C19 -2.1607 1.4180 0.2095
O3 -1.7079 1.5623 -1.0386
N4 2.5405 -0.4666 -0.5806
H1 -4.6695 -3.1793 0.4461
H2 -3.8692 -1.6040 0.4735
H3 -2.9470 -3.0710 0.7861
H4 -3.2176 -3.8126 -1.5317
H5 -4.3628 -2.5129 -1.8609
H6 -2.1981 -1.9867 -2.8470
H7 -2.5985 -0.8187 -1.5933
H8 -1.0697 -1.9770 -0.0030
H9 -0.7044 -3.2008 -1.2383
H10 1.0865 -3.8395 2.2767
H11 2.8018 -4.2558 2.1482
H12 2.2843 -3.0727 3.3476
H13 4.1616 -1.6063 2.1163
H14 4.4708 1.2502 -1.9537
H15 4.5984 2.6787 -0.8979
H16 2.5222 2.0198 0.9299
H17 0.6407 1.7195 2.1904
H18 -1.2864 1.3863 3.4929
H19 -3.6986 0.9457 3.7352
H20 -5.1316 0.8023 1.7603
H21 -5.8691 -0.1023 -0.2787
H22 -6.1402 1.6620 -0.1888
H23 -5.9716 0.8630 -1.7714
H24 -0.7387 1.7162 -1.0319

Values from the calculation:
Spin multiplicity ... 1
SMILES ... CCCCSc1nc(C)cc(SCC(=O)N/N=C/c2cccc(OC)c2O)n1
Strongest force on any atom ... 0.019 hartree/bohr
ΔE to the lowest compared entry with this formula, charge and spin ... 176.5 kJ/mol

Mulliken population analysis, charges in e, atoms 1 to 5: -0.963 -0.644 -0.487 -0.599 -0.155